Density functional theory data (ωB97M-V/def2-TZVPD) for a molecular structure, C15H32N8O6Tm in a non-equilibrium geometry.

2S+1: 3
Expectation value of S²: 2.431
Total energy, eV: -69799.213
Net charge: +1
Highest occupied orbital energy (alpha / beta), eV: -10.5 / -11.1
Orbital gap (alpha / beta), eV: 5.926 / 6.501

Structure (XYZ):
```
62
C15H32N8O6Tm ωB97M-V/def2-TZVPD
O -0.82 0.36 -3.30
H -0.30 1.16 -3.56
Tm -0.30 0.14 -1.16
N -0.86 2.17 0.07
N 0.59 2.17 -2.02
N -1.94 -0.65 0.32
N -1.22 -1.88 -1.83
O -1.89 2.33 0.89
O -2.24 -0.04 1.50
O -0.99 -2.50 -3.07
O 1.47 1.17 -2.18
C 0.94 3.11 -1.09
C 0.03 3.20 0.01
C -2.51 -1.86 0.12
C -2.10 -2.54 -1.07
C 0.11 4.30 1.01
H 0.92 4.14 1.73
H -0.84 4.38 1.55
H 0.31 5.25 0.50
C 2.15 3.96 -1.20
H 2.63 3.78 -2.17
H 2.88 3.73 -0.40
H 1.89 5.02 -1.11
C -3.50 -2.46 1.06
C -2.66 -3.85 -1.48
H -3.71 -1.74 1.87
H -3.12 -3.39 1.50
H -4.43 -2.69 0.53
H -2.24 -4.15 -2.44
H -3.76 -3.80 -1.56
H -2.42 -4.61 -0.72
H -2.12 1.00 1.29
H -0.77 -1.77 -3.69
C -2.14 0.85 -2.68
H -2.16 1.95 -2.68
H -2.36 0.44 -1.65
H -2.90 0.44 -3.35
O -4.34 3.01 -0.45
H -5.10 2.70 0.06
H -3.56 2.78 0.11
C 1.33 0.12 1.68
N 1.39 -0.67 0.40
C 1.17 -2.12 0.73
N 2.16 -2.62 1.70
C 2.08 -1.79 2.93
N 2.33 -0.35 2.66
C 3.68 -0.23 2.06
N 3.81 -1.02 0.82
C 2.79 -0.54 -0.15
C 3.52 -2.43 1.13
H 0.32 0.02 2.11
H 1.52 1.18 1.45
H 1.24 -2.71 -0.19
H 0.16 -2.22 1.16
H 2.84 -2.14 3.64
H 1.08 -1.89 3.36
H 3.87 0.83 1.83
H 4.41 -0.59 2.79
H 2.87 -1.15 -1.06
H 2.98 0.51 -0.39
H 4.25 -2.79 1.86
H 3.59 -3.01 0.20
```

Density functional theory data (ωB97M-V/def2-TZVPD) for a molecular structure, C15H33BeN3O9 in a non-equilibrium geometry.

Total energy, eV: -39364.181
Net charge: -4
Highest occupied orbital energy, eV: 6.2
Orbital gap, eV: 1.395

Structure (XYZ):
```
61
C15H33BeN3O9 ωB97M-V/def2-TZVPD
Be 0.50 -0.86 -0.06
O 2.32 -2.49 0.99
C 3.57 -2.89 0.75
C 4.01 -3.69 -0.58
O 3.30 -4.76 -0.88
H 3.76 -3.53 1.63
H 4.23 -2.01 0.80
H 5.05 -4.00 -0.31
H 4.07 -3.01 -1.44
O 0.88 0.50 -2.00
C 0.74 -0.21 -3.14
C 1.16 -1.73 -3.09
O 0.90 -2.40 -1.93
H 1.07 0.25 -4.10
H -0.36 -0.33 -3.36
H 2.17 -1.89 -3.53
H 0.56 -2.26 -3.88
O -0.65 -2.59 1.04
C -1.48 -3.60 0.74
C -0.94 -4.66 -0.31
O 0.36 -5.00 -0.15
H -2.40 -3.08 0.40
H -1.69 -4.16 1.68
H -0.99 -4.32 -1.36
H -1.56 -5.59 -0.36
C 2.43 1.17 2.12
O 2.10 0.85 0.99
N 3.12 2.30 2.40
C 3.59 2.63 3.71
C 3.59 3.20 1.35
H 2.26 0.59 3.04
H 4.63 2.31 3.89
H 3.09 1.96 4.42
H 3.42 3.63 4.09
H 3.67 4.25 1.65
H 4.61 2.88 1.10
H 2.94 3.09 0.48
C -3.33 -0.90 -1.34
O -2.44 -0.56 -0.60
N -4.48 -0.18 -1.48
C -5.52 -0.56 -2.39
C -4.72 1.04 -0.74
H -3.23 -1.76 -2.02
H -5.26 -1.42 -3.01
H -5.80 0.30 -3.01
H -6.46 -0.85 -1.89
H -4.90 1.88 -1.41
H -5.56 0.92 -0.04
H -3.84 1.24 -0.14
C -1.63 2.01 1.42
O -1.06 0.95 1.23
N -1.15 3.15 0.90
C -1.67 4.43 1.34
C 0.10 3.29 0.13
H -2.54 2.08 2.03
H -2.65 4.25 1.79
H -1.89 5.13 0.52
H -1.04 4.99 2.03
H 0.82 3.59 0.90
H 0.22 2.34 -0.39
H 0.00 4.07 -0.63
```

Density functional theory data (ωB97M-V/def2-TZVPD) for a molecular structure, C15H33ClN2O5PS in a non-equilibrium geometry.

Total energy, eV: -61948.722
Net charge: +1
Highest occupied orbital energy, eV: -10.6
Orbital gap, eV: 8.101

Structure (XYZ):
```
58
C15H33ClN2O5PS ωB97M-V/def2-TZVPD
C -3.24 -7.66 -3.75
C -3.09 -6.50 -4.72
O -2.96 -6.73 -5.87
N -3.12 -5.13 -4.30
C -3.74 -4.99 -2.98
C -1.76 -4.57 -4.33
C -1.76 -3.11 -3.86
C -0.61 -2.29 -4.50
C -0.19 -1.20 -3.49
O 0.62 -1.86 -2.51
S 0.60 -1.13 -1.06
O -0.75 -0.86 -0.65
O 1.04 -2.49 -0.17
P 1.60 -2.16 1.37
O 1.15 -0.59 1.65
Cl 3.68 -2.13 1.18
H -3.28 -8.59 -4.30
H -2.39 -7.72 -3.07
H -4.15 -7.60 -3.16
H -4.64 -5.59 -2.92
H -3.04 -5.33 -2.18
H -4.01 -3.96 -2.75
H -1.40 -4.59 -5.36
H -1.12 -5.16 -3.66
H -2.69 -2.59 -4.07
H -1.60 -3.11 -2.79
H -0.88 -1.86 -5.46
H 0.24 -2.96 -4.56
H 0.35 -0.42 -4.03
H -1.11 -0.78 -3.09
H 0.22 -0.65 1.92
C 0.70 6.51 4.03
C 1.58 6.18 2.82
C 1.18 4.96 2.01
N 1.55 3.59 2.55
C 1.40 2.63 1.40
C 2.96 3.50 3.10
C 2.84 3.80 4.58
C 1.49 3.19 4.98
C 0.66 3.12 3.69
H 0.38 5.63 4.58
H 1.23 7.16 4.72
H -0.20 7.04 3.71
H 2.63 6.13 3.12
H 1.53 7.03 2.14
H 1.69 5.02 1.04
H 0.11 4.94 1.82
H 2.13 2.90 0.63
H 0.39 2.70 1.02
H 1.60 1.62 1.76
H 3.30 2.48 2.95
H 3.61 4.18 2.55
H 2.85 4.87 4.79
H 3.66 3.37 5.15
H 1.00 3.78 5.75
H 1.63 2.19 5.39
H -0.25 3.71 3.71
H 0.38 2.08 3.50
```

Density functional theory data (ωB97M-V/def2-TZVPD) for 2 unconnected molecules or ions with the total composition C15H33N2O3 in a non-equilibrium geometry.

Total energy, eV: -25199.944
Net charge: +1
Highest occupied orbital energy, eV: -11.2
Orbital gap, eV: 7.581

Structure (XYZ):
```
53
C15H33N2O3 ωB97M-V/def2-TZVPD
C 4.74 3.81 -0.40
O 3.34 3.97 -0.81
C 3.12 3.64 -2.22
C 3.55 2.12 -2.65
C 2.49 0.94 -2.22
C 1.73 1.18 -0.79
C 0.41 0.16 -0.78
C -0.76 0.72 0.21
C -1.83 1.72 -0.53
C -2.62 1.21 -1.88
N -2.61 2.38 -2.83
C -2.50 3.67 -2.00
O -3.21 4.81 -2.08
C -1.31 3.22 -0.94
H 4.88 2.65 -0.15
H 5.40 4.01 -1.36
H 5.06 4.44 0.54
H 1.96 3.76 -2.43
H 3.64 4.49 -2.87
H 4.62 1.78 -2.30
H 3.59 2.11 -3.85
H 3.14 -0.05 -2.09
H 1.76 0.72 -3.13
H 2.41 0.97 0.16
H 1.29 2.26 -0.64
H -0.02 0.21 -1.89
H 0.73 -0.97 -0.55
H -1.30 -0.21 0.70
H -0.24 1.30 1.10
H -2.66 1.93 0.29
H -2.41 0.13 -2.28
H -3.74 1.19 -1.51
H -3.44 2.52 -3.46
H -1.20 3.87 0.03
H -0.34 3.34 -1.61
C -1.99 -4.26 4.18
C -2.31 -4.85 2.81
C -1.08 -5.02 1.91
O -0.68 -3.74 1.39
C 0.36 -3.11 2.14
N -3.25 -3.92 2.11
H -1.73 -3.20 4.12
H -2.85 -4.35 4.84
H -1.15 -4.79 4.64
H -2.83 -5.81 2.93
H -1.37 -5.62 1.04
H -0.26 -5.55 2.40
H 0.98 -3.82 2.68
H -0.09 -2.40 2.84
H 0.98 -2.54 1.45
H -4.01 -3.57 2.71
H -3.67 -4.36 1.28
H -2.71 -3.12 1.76
```

Density functional theory data (ωB97M-V/def2-TZVPD) for a molecular structure, C15H34AsN9O3PS4W in a non-equilibrium geometry.

Total energy, eV: -150926.864
Net charge: +3
Highest occupied orbital energy, eV: -18.3
Orbital gap, eV: 6.612

Structure (XYZ):
```
68
C15H34AsN9O3PS4W ωB97M-V/def2-TZVPD
W -0.57 -0.64 1.08
N -1.59 -1.29 4.47
C -1.10 -0.04 4.08
N -1.66 1.11 4.38
N -1.19 1.98 3.47
N -0.33 1.40 2.70
N -0.22 0.11 3.06
C -1.64 -2.18 3.46
N -2.70 -2.96 3.04
N -2.52 -3.18 1.80
N -1.28 -2.73 1.42
N -0.73 -2.17 2.49
H -2.30 -1.32 5.20
C -5.25 1.71 0.32
As -3.72 1.96 1.44
C -2.56 3.27 0.67
C -4.27 2.41 3.22
S -2.87 -0.11 1.31
H -5.71 2.70 0.21
H -5.95 1.03 0.81
H -4.94 1.32 -0.64
H -3.13 4.21 0.67
H -2.31 2.98 -0.35
H -1.68 3.38 1.29
H -5.18 3.00 3.10
H -3.49 2.99 3.70
H -4.48 1.50 3.78
C 0.43 2.99 -3.27
C -0.48 2.01 -3.95
C 0.08 1.39 -5.20
O -0.86 0.91 -2.96
P -0.01 0.12 -1.96
S -1.05 -1.42 -1.16
S 0.24 1.18 -0.22
O 1.36 -0.30 -2.53
C 1.75 -1.66 -3.09
C 0.80 -2.08 -4.18
C 3.18 -1.49 -3.55
H 0.64 3.81 -3.96
H 1.40 2.55 -3.01
H -0.02 3.43 -2.38
H -1.46 2.44 -4.13
H 1.09 1.02 -5.05
H 0.12 2.16 -5.97
H -0.56 0.59 -5.56
H 1.69 -2.33 -2.23
H 0.86 -1.42 -5.04
H -0.24 -2.14 -3.84
H 1.09 -3.08 -4.50
H 3.24 -0.84 -4.41
H 3.57 -2.47 -3.84
H 3.81 -1.09 -2.76
C 2.89 -0.57 4.19
C 3.07 -0.32 2.71
S 2.57 -1.79 1.77
O 1.23 -1.38 1.04
C 3.72 -1.91 0.37
C 3.99 -3.36 0.02
H 3.11 0.35 4.72
H 3.58 -1.34 4.55
H 1.88 -0.88 4.43
H 4.11 -0.16 2.42
H 2.48 0.51 2.32
H 4.61 -1.35 0.66
H 3.23 -1.35 -0.44
H 4.41 -3.90 0.86
H 4.71 -3.39 -0.79
H 3.08 -3.86 -0.31
```

Density functional theory data (ωB97M-V/def2-TZVPD) for a molecular structure, C15H34BBr8FNbO3 in a non-equilibrium geometry.

Total energy, eV: -587530.170
Net charge: -1
Highest occupied orbital energy, eV: -4.0
Orbital gap, eV: 5.650

Structure (XYZ):
```
63
C15H34BBr8FNbO3 ωB97M-V/def2-TZVPD
C -3.90 -0.82 3.53
C -4.26 -0.02 2.23
B -4.38 -0.96 0.94
O -4.63 -2.31 1.00
Nb -4.08 -0.09 -1.15
F -3.60 1.75 -0.28
C -1.88 -0.72 -1.28
C -1.64 -2.24 -1.06
C -0.12 -2.49 -0.74
O 0.67 -1.60 -1.55
C 1.55 -0.87 -0.86
C 1.20 -0.07 0.39
O 2.64 -0.80 -1.28
H -3.95 -1.91 3.39
H -2.88 -0.56 3.82
H -4.56 -0.53 4.35
H -5.24 0.46 2.38
H -3.49 0.74 2.05
H -4.88 -2.68 0.14
H -3.90 0.61 -2.83
H -5.85 0.44 -1.18
H -4.61 -1.62 -1.92
H -1.53 -0.46 -2.29
H -1.30 -0.13 -0.54
H -2.31 -2.70 -0.32
H -1.80 -2.72 -2.04
H 0.11 -2.44 0.33
H 0.11 -3.53 -1.05
H 0.63 -0.67 1.12
H 2.14 0.16 0.89
H 0.71 0.88 0.19
Br 2.45 5.02 3.92
C 2.45 3.74 2.45
C 1.06 3.21 2.18
Br 0.53 1.89 3.51
H 3.15 2.95 2.71
H 2.82 4.29 1.59
H 1.03 2.69 1.23
H 0.30 3.99 2.19
Br -5.36 -3.44 -2.80
C -5.72 -3.18 -4.69
C -4.72 -3.92 -5.54
Br -3.01 -2.99 -5.60
H -5.72 -2.11 -4.86
H -6.72 -3.58 -4.84
H -5.06 -3.96 -6.58
H -4.52 -4.93 -5.19
Br 6.60 2.06 -2.42
C 5.13 0.94 -3.05
C 5.63 -0.17 -3.94
Br 6.07 0.49 -5.72
H 4.43 1.60 -3.54
H 4.68 0.53 -2.15
H 4.85 -0.91 -4.10
H 6.52 -0.66 -3.56
Br 4.86 1.24 4.65
C 5.46 3.09 4.78
C 6.69 3.21 5.63
Br 6.26 3.08 7.53
H 4.62 3.67 5.15
H 5.67 3.39 3.75
H 7.14 4.20 5.51
H 7.43 2.45 5.42
```

Density functional theory data (ωB97M-V/def2-TZVPD) for a molecular structure, C15H34BeCl4CsINaO7Si in a non-equilibrium geometry.

Total energy, eV: -101853.924
Net charge: +1
Highest occupied orbital energy, eV: -8.6
Orbital gap, eV: 3.834

Structure (XYZ):
```
65
C15H34BeCl4CsINaO7Si ωB97M-V/def2-TZVPD
C -1.92 0.06 1.86
Si -2.28 0.18 0.02
C -3.55 -1.18 -0.42
C -3.13 1.87 -0.26
O -0.86 0.19 -0.99
C 0.00 -0.98 -0.75
C 0.76 -1.30 -2.18
C 1.03 -2.90 -2.47
O 1.01 -3.04 -3.94
C -0.28 -3.39 -4.35
O -0.88 -3.02 -5.26
O -0.74 -4.30 -3.39
C -0.12 -3.99 -2.18
I 0.94 -5.90 -1.80
H -1.28 0.94 2.12
H -1.49 -0.89 2.20
H -2.89 0.20 2.40
H -3.30 -1.82 -1.29
H -3.74 -1.81 0.48
H -4.52 -0.67 -0.64
H -3.02 2.51 0.64
H -4.19 1.74 -0.57
H -2.62 2.37 -1.13
H 0.86 -0.71 0.01
H -0.55 -1.87 -0.30
H 0.04 -0.84 -3.04
H 1.74 -0.66 -2.19
H 2.08 -3.12 -2.22
H -0.85 -3.86 -1.30
O -2.70 -0.25 -3.88
H -2.36 -1.03 -4.39
H -2.20 0.56 -4.12
H -2.67 -0.42 -2.92
Cl -2.58 -0.43 4.46
Cl -0.31 -0.59 -4.59
Cs 1.31 0.92 -0.58
Na 0.22 -3.82 0.27
Cl 0.45 -2.28 -6.90
Cl 1.71 -2.06 -8.67
C 0.90 6.46 -3.91
C 1.43 6.30 -2.51
O 1.09 5.36 -1.82
C 2.39 7.34 -2.01
H 0.22 5.64 -4.14
H 0.36 7.41 -4.00
H 1.73 6.45 -4.63
H 1.91 8.32 -2.01
H 3.28 7.36 -2.64
H 2.69 7.10 -0.99
C 3.44 -1.12 7.36
C 2.73 -1.21 6.02
O 1.77 -2.26 5.96
C 0.70 -2.18 6.90
C -0.13 -0.92 6.77
H 3.94 -2.05 7.59
H 4.18 -0.32 7.34
H 2.75 -0.90 8.18
H 3.47 -1.43 5.25
H 2.26 -0.26 5.75
H 1.08 -2.30 7.92
H 0.06 -3.04 6.71
H 0.46 -0.01 6.95
H -0.95 -0.92 7.50
H -0.56 -0.84 5.77
Be 1.69 -2.42 -11.06
```

Density functional theory data (ωB97M-V/def2-TZVPD) for a molecular structure, C15H34BrIN8NbO4 in a non-equilibrium geometry.

Total energy, eV: -115913.273
Net charge: -1
Highest occupied orbital energy, eV: -4.4
Orbital gap, eV: 6.180

Structure (XYZ):
```
64
C15H34BrIN8NbO4 ωB97M-V/def2-TZVPD
C -3.96 0.68 1.28
C -2.46 0.59 1.25
C -1.63 1.68 1.50
C -0.25 1.53 1.47
C 0.33 0.29 1.20
C -0.48 -0.82 0.97
C 0.09 -2.17 0.71
Nb -0.39 -3.61 2.46
Br 0.15 -5.78 1.13
C 1.70 -3.45 3.40
C 1.88 -2.40 4.52
C 2.61 -3.00 5.72
I 3.16 -0.78 3.80
C -1.87 -0.64 0.98
H -4.35 -0.19 0.78
H -4.36 1.55 0.76
H -4.31 0.62 2.31
H -2.08 2.63 1.72
H 0.40 2.37 1.66
H 1.40 0.17 1.21
H 1.16 -2.12 0.54
H -0.44 -2.58 -0.15
H -0.80 -4.61 3.95
H -2.18 -3.72 2.02
H -0.84 -2.20 3.47
H 2.41 -3.31 2.60
H 1.89 -4.43 3.83
H 0.95 -1.97 4.82
H 3.59 -3.35 5.40
H 2.05 -3.89 6.03
H 2.71 -2.29 6.53
H -2.50 -1.49 0.78
C -2.33 0.85 -2.50
O -3.33 0.53 -1.90
N -2.24 0.83 -3.88
N -1.19 1.26 -1.87
H -1.40 1.09 -4.37
H -3.04 0.52 -4.39
H -1.20 1.27 -0.86
H -0.34 1.50 -2.35
C 5.91 -4.42 2.95
O 5.24 -4.98 3.80
N 7.13 -4.92 2.55
N 5.53 -3.27 2.33
H 7.70 -4.49 1.85
H 7.44 -5.77 2.98
H 4.65 -2.85 2.58
H 6.10 -2.81 1.64
C -4.39 4.20 -5.06
O -5.14 3.70 -4.24
N -4.67 5.41 -5.66
N -3.22 3.62 -5.46
H -4.07 5.84 -6.34
H -5.52 5.86 -5.40
H -2.93 2.76 -5.04
H -2.61 4.04 -6.14
C 0.35 4.23 -4.53
O -0.10 3.34 -5.23
N 1.24 5.16 -5.01
N 0.00 4.38 -3.22
H 1.62 5.90 -4.45
H 1.52 5.08 -5.96
H -0.67 3.72 -2.85
H 0.35 5.10 -2.63
```

The following molar mass values (in g/mol) correspond, in order, to the records above: 589.405; 408.453; 419.932; 289.440; 806.501; 1024.382; 788.139; 690.203.